Below is a single C3H4ClIO molecule, with properties calculated with wB97M-V/def2-TZVPD.

Structure (XYZ):
```
10
Properties=species:S:1:pos:R:3:mulliken_charge:R:1
C 0.71494 0.78250 -0.27008 -1.203
C -0.40114 0.22550 0.58250 -0.411
I -2.31596 1.20991 0.18232 0.103
C -0.49319 -1.26667 -0.13896 0.492
O -1.21141 -1.57491 -1.03298 -0.405
Cl 0.66710 -2.37085 0.48847 -0.146
H 0.40132 1.08162 -1.20291 0.436
H 1.09445 1.76718 0.20456 0.295
H 1.62502 0.13095 -0.36682 0.345
H -0.08113 0.01477 1.55389 0.494
```

The calculation puts the highest occupied orbital energy at -9.862 eV. As for the net charge: 0.

---

Below is 2 unconnected molecules or ions with the total composition C2H2BrO2S2, with properties calculated with wB97M-V/def2-TZVPD.

Structure (XYZ):
```
9
Properties=species:S:1:pos:R:3:mulliken_charge:R:1
C 0.54782 -0.79422 0.69201 0.700
C 0.84539 -0.19433 -0.58979 -0.135
O -0.68795 -1.26460 0.71937 -0.461
O 1.35181 -0.80980 1.59712 -0.611
S -1.81879 1.44495 0.42714 -0.186
S 0.11933 -0.53990 -1.96499 -0.339
Br 2.70521 0.43789 -0.66451 -0.269
H -1.75467 2.42062 -0.42704 0.117
H -1.30815 -0.70062 0.21069 0.185
```

The multiplicity is 3. The calculation puts the highest occupied orbital energy (spin up / spin down) at -2.791 / -4.200 eV. As for the net charge: -1.

---

Total energy readings, ordered: -949.81414; -3598.27195 hartree
Relative energy (zero: lowest compared OMol25 entry of this formula, charge and spin) readings, ordered: 0.000; 0.477 eV